1.
ORCA calculation (ωB97M-V with the def2-TZVPD basis set) on C6H20InNO5P as an isolated structure.

The calculation puts the calculated total energy at -1203.01662 hartree. The frontier orbital gap is 6.1 eV. The value obtained for the HOMO energy is -3.434 eV. As for the net charge: -1.

Each line ends with the Mulliken charge.
Element x y z (Å)
N: 4.88218 -1.70911 4.40185  -0.66
In: 4.11427 0.10578 3.56126  0.56
P: 1.55078 -0.01138 3.28912  -0.03
O: 1.36295 -1.56399 2.64881  -0.49
O: 0.94806 -0.22699 4.83987  -0.49
H: 4.28304 -2.52079 4.27980  0.12
H: 5.01030 -1.62444 5.40487  0.14
H: 4.72908 0.25351 1.90842  -0.36
H: 4.56586 1.47272 4.56447  -0.34
H: 2.12354 -2.12327 2.85140  0.27
H: 1.31706 -1.00604 5.27043  0.28
C: 1.58079 0.49392 -0.45028  -0.69
O: 0.35689 0.09057 -1.03956  -0.33
C: -0.57865 -0.32296 -0.05696  -0.37
C: -1.97391 -0.34408 -0.63527  -0.49
O: -2.56718 0.94366 -0.77820  -0.43
C: -2.16321 1.70165 -1.90124  -0.42
C: -2.91840 1.36427 -3.16874  -0.57
O: -2.45057 0.15949 -3.74446  -0.25
C: -3.35968 -0.38897 -4.66188  -0.77
H: 2.05071 -0.33031 0.09516  0.26
H: 2.24090 0.81929 -1.25281  0.27
H: 1.42676 1.31648 0.25485  0.34
H: -0.53928 0.34457 0.81189  0.27
H: -0.32848 -1.33116 0.30007  0.35
H: -2.61568 -0.87287 0.07235  0.37
H: -1.98224 -0.88299 -1.58640  0.24
H: -1.08620 1.62675 -2.06767  0.25
H: -2.40777 2.73863 -1.65581  0.37
H: -2.79053 2.18995 -3.88532  0.39
H: -3.98851 1.27778 -2.93594  0.33
H: -4.32518 -0.60597 -4.18819  0.32
H: -2.92985 -1.31742 -5.03433  0.23
H: -3.53786 0.28370 -5.51156  0.30

***

2.
ORCA calculation (ωB97M-V with the def2-TZVPD basis set) on an isolated ion of composition C7H7F3IN2O2 and charge -1.

The calculation puts the calculated total energy at -1128.25947 hartree. The SMILES is C/C=C(\NN(/C=C/I)C(F)(F)F)C(=O)[O-]. The frontier orbital gap is 7.1 eV. The value obtained for the HOMO energy is -4.695 eV. As for the net charge: -1. The value obtained for the relative energy (zero: lowest compared OMol25 entry of this formula, charge and spin) is 0.0 kJ/mol.

Each line ends with the natural charge from an NBO analysis.
Element x y z (Å)
C: 1.62243 0.08314 0.19004  -0.64
C: 0.66838 0.74366 1.14292  -0.28
C: -0.54619 1.22395 0.90577  0.04
N: -1.28902 1.28876 -0.27104  -0.47
N: -1.14877 0.39366 -1.34150  -0.34
C: -1.41710 -0.97469 -1.35787  -0.02
C: -2.04698 -1.68256 -0.43036  -0.42
I: -2.22115 -3.75908 -0.64432  0.08
C: -0.91813 0.96462 -2.58661  1.09
F: -1.83134 0.57692 -3.52362  -0.35
F: -0.93679 2.28823 -2.57703  -0.30
F: 0.26654 0.60075 -3.14675  -0.35
C: -1.47258 1.72043 2.08446  0.75
O: -2.66619 1.82630 1.73733  -0.78
O: -0.94561 1.89009 3.17819  -0.73
H: 1.66869 -0.99342 0.37750  0.20
H: 2.62606 0.48724 0.32844  0.20
H: 1.33789 0.23633 -0.84816  0.20
H: 1.01254 0.85507 2.16434  0.23
H: -2.26483 1.47905 0.04757  0.43
H: -1.04885 -1.44971 -2.25789  0.21
H: -2.43325 -1.29821 0.49463  0.24

***

3.
ORCA calculation (ωB97M-V with the def2-TZVPD basis set) on C29H35O5SV as an isolated structure.

The calculation puts the calculated total energy at -2844.40776 hartree. As for the expectation value of S²: 0.88. The frontier orbital gap (alpha / beta) is 5.2 / 4.6 eV. The value obtained for the HOMO energy (alpha / beta) is -2.979 / -2.442 eV. As for the net charge: -1. The multiplicity is 2.

Each line ends with the Mulliken charge.
Element x y z (Å)
C: -3.71690 2.40614 -0.35906  3.02
C: -2.66912 2.54607 0.74636  -2.40
C: -2.96835 2.01204 -1.65558  -2.29
C: -1.50351 2.50313 -1.51354  0.00
H: -3.48787 2.35588 -2.56650  0.42
H: -2.94783 0.91471 -1.70250  0.56
C: -1.30415 2.48504 0.02225  0.58
H: -2.81555 1.70608 1.43665  0.38
H: -2.75055 3.45893 1.34911  0.56
C: -0.76457 1.05037 0.21442  0.43
H: -0.52174 3.19443 0.40108  0.58
H: -1.42452 3.50666 -1.94741  0.49
C: -0.48370 1.45615 -2.05254  1.25
C: -4.82542 1.39817 -0.07027  -0.40
C: -4.63699 3.60901 -0.60455  0.65
O: -4.84127 4.02305 -1.73471  -0.62
O: -4.88474 0.61843 0.87121  -0.61
O: -5.82197 1.55924 -0.95797  -0.24
O: -5.37030 4.07715 0.42686  -0.36
C: -5.40343 3.64721 1.80104  -0.54
H: -4.44838 3.33096 2.21394  0.28
H: -6.14293 2.85785 1.91437  0.17
H: -5.74284 4.53670 2.32433  0.32
C: -6.89642 0.65670 -0.73616  -0.79
H: -6.55601 -0.37746 -0.84609  0.31
H: -7.61540 0.90467 -1.50776  0.26
H: -7.33346 0.78377 0.26188  0.31
O: -0.49694 0.42729 -1.08264  -0.14
H: -1.47218 0.38547 0.75194  0.34
H: 0.11726 1.10769 0.88793  -1.12
C: 0.98477 1.99632 -2.19622  -1.50
C: -0.98368 0.84390 -3.35162  -1.82
H: -1.39709 1.62008 -4.00678  0.33
H: -1.80564 0.14224 -3.15281  0.40
H: -0.18367 0.26531 -3.83481  0.45
H: 1.71974 1.18294 -2.38070  0.22
H: 1.35508 2.56019 -1.31300  0.31
H: 1.01270 2.67550 -3.06801  0.39
V: 2.43137 -2.17663 1.50091  0.32
C: 4.32745 -0.91363 2.27248  -0.55
C: 3.51780 -0.00047 1.54015  -0.84
C: 2.20259 0.01315 2.12956  -0.31
H: 3.84700 0.67922 0.75660  0.40
C: 2.19294 -0.90322 3.23358  -1.25
C: 3.50583 -1.52390 3.29002  -0.35
H: 3.86640 -2.15250 4.10204  0.46
H: 5.39469 -1.08583 2.12437  0.38
H: 1.47533 0.80366 1.96255  1.02
H: 1.35051 -1.07982 3.90786  0.46
C: 1.21175 -3.86620 -0.02060  -0.71
C: 1.61092 -4.40414 1.23563  -0.23
C: 0.97236 -3.63737 2.29145  -0.94
H: 2.15232 -5.33881 1.37871  0.43
C: 0.25556 -2.54627 1.64740  -0.49
C: 0.44446 -2.67149 0.22675  -0.22
H: -0.06904 -2.05809 -0.51319  0.36
H: 1.46398 -4.28457 -0.99775  0.65
H: 0.99718 -3.88725 3.35174  0.41
H: -0.42481 -1.83904 2.11897  0.47
S: 2.78012 -1.34971 -0.90201  -0.31
C: 4.31839 -2.08595 -1.07288  0.48
C: 4.46523 -3.49495 -1.07705  -0.58
C: 5.69093 -4.04652 -0.73655  -0.47
C: 6.80852 -3.21220 -0.59121  -0.42
C: 6.70879 -1.83188 -0.82772  -0.42
C: 5.47500 -1.26660 -1.11160  -0.61
H: 3.58166 -4.10667 -1.25540  0.34
H: 5.77170 -5.12542 -0.57355  0.34
H: 7.76820 -3.64263 -0.31267  0.34
H: 7.59608 -1.19324 -0.77338  0.32
H: 5.33635 -0.19905 -1.28737  0.33

***

4.
ORCA calculation (ωB97M-V with the def2-TZVPD basis set) on C15H9I2LiN2O as an isolated structure.

The calculation puts the calculated total energy at -1364.66803 hartree. The frontier orbital gap is 1.9 eV. The value obtained for the HOMO energy is 1.727 eV. As for the net charge: -2. The value obtained for the relative energy (zero: lowest compared OMol25 entry of this formula, charge and spin) is 0.0 kJ/mol.

Each line ends with the natural charge from an NBO analysis.
Element x y z (Å)
Li: -1.67654 -1.28638 0.18704  0.84
I: 1.60885 -4.93179 0.19660  0.08
C: 1.55865 -3.06085 1.09978  -0.31
C: 2.73851 -2.53741 1.63508  -0.23
C: 2.76022 -1.31455 2.24941  -0.22
I: 4.57413 -0.62742 3.02843  0.05
C: 1.57333 -0.54244 2.35688  -0.13
C: 1.48603 0.74226 2.94078  -0.17
C: 0.30165 1.41301 2.95438  -0.26
C: -0.83816 0.80748 2.38379  0.05
N: -0.79834 -0.38587 1.86258  -0.44
C: 0.36739 -1.06949 1.83282  0.14
C: 0.30595 -2.40007 1.16871  0.37
O: -0.77143 -2.84761 0.72028  -0.73
H: 3.65140 -3.11304 1.55608  0.22
H: 2.37776 1.19400 3.35742  0.21
H: 0.23004 2.40746 3.37596  0.20
H: -1.78915 1.32710 2.33281  0.20
N: -2.68856 -0.32416 -1.02946  -1.12
C: -2.12402 0.43982 -1.89800  0.15
C: -0.65758 0.71954 -2.02195  -0.39
C: -0.08845 1.53763 -2.97316  -0.21
C: -0.84128 2.22481 -3.94627  -0.49
C: -2.24269 2.02563 -3.88475  -0.23
C: -2.84458 1.21953 -2.95178  -0.37
H: 0.01028 0.22224 -1.31150  0.15
H: 0.99675 1.65585 -2.96939  0.16
H: -0.37785 2.86297 -4.69051  0.16
H: -2.87461 2.53971 -4.61295  0.16
H: -3.92772 1.10203 -2.94910  0.17

***

5.
ORCA calculation (ωB97M-V with the def2-TZVPD basis set) on C6H22BKO6 as an isolated structure.

The calculation puts the calculated total energy at -1317.93217 hartree. The frontier orbital gap is 7.5 eV. The value obtained for the HOMO energy is -7.846 eV. As for the net charge: 0. The value obtained for the relative energy (zero: lowest compared OMol25 entry of this formula, charge and spin) is 65.9 kJ/mol.

Each line ends with the natural charge from an NBO analysis.
Element x y z (Å)
K: -14.79164 -14.15893 5.24499  0.96
B: -12.62360 -11.97226 6.21300  -0.70
H: -13.27271 -11.30328 5.42165  -0.07
H: -13.17811 -12.01391 7.29929  -0.05
H: -12.60350 -13.10765 5.77308  -0.13
H: -11.50740 -11.52522 6.33547  -0.03
C: -12.57796 -18.49005 4.50557  -0.10
C: -14.03417 -18.14772 4.62993  -0.09
O: -14.25835 -17.02077 5.47964  -0.75
O: -12.18854 -19.19087 5.67255  -0.73
H: -12.00966 -17.55821 4.38961  0.18
H: -12.41747 -19.06691 3.58474  0.17
H: -14.60450 -18.99698 5.02246  0.18
H: -14.46232 -17.92571 3.65226  0.18
H: -14.01035 -17.28526 6.37077  0.48
H: -11.26756 -19.45413 5.59408  0.48
C: -17.21112 -11.80687 6.69153  -0.09
C: -16.76454 -12.08978 8.09456  -0.10
O: -16.28663 -10.87210 8.65618  -0.71
O: -16.07293 -11.73146 5.82016  -0.75
H: -17.75138 -10.85756 6.69178  0.19
H: -17.88866 -12.56600 6.29163  0.16
H: -15.96270 -12.83935 8.08472  0.18
H: -17.56190 -12.52474 8.70964  0.16
H: -16.38270 -10.93281 9.60882  0.47
H: -15.94636 -10.81243 5.57117  0.50
C: -15.94922 -15.67036 8.83201  -0.08
C: -16.22629 -17.14635 8.74046  -0.08
O: -17.14057 -17.49450 9.76912  -0.72
O: -15.03574 -15.27955 7.81992  -0.76
H: -15.54512 -15.41148 9.81332  0.18
H: -16.86806 -15.10852 8.67675  0.18
H: -15.30442 -17.73603 8.84357  0.15
H: -16.63660 -17.39462 7.75320  0.16
H: -17.31155 -18.43881 9.70684  0.47
H: -14.11564 -15.47968 8.01863  0.49

***

6.
ORCA calculation (ωB97M-V with the def2-TZVPD basis set) on a 2-piece molecular cluster, CH5NO overall.

The calculation puts the calculated total energy at -171.05432 hartree. The SMILES is C=O.N. The frontier orbital gap is 10.8 eV. The value obtained for the HOMO energy is -9.947 eV. As for the net charge: 0. The value obtained for the relative energy (zero: lowest compared OMol25 entry of this formula, charge and spin) is 73.2 kJ/mol.

Each line ends with the natural charge from an NBO analysis.
Element x y z (Å)
C: 1.46663 0.38263 0.93294  0.29
O: 2.11374 1.27052 0.45169  -0.49
H: 1.55433 -0.68864 0.66827  0.10
H: 0.60250 0.58812 1.54349  0.09
N: -1.11428 -0.26325 -0.98366  -1.05
H: -1.86286 0.43749 -0.92266  0.35
H: -1.49815 -0.92808 -1.61774  0.35
H: -1.26191 -0.79879 -0.07233  0.34

***

7.
ORCA calculation (ωB97M-V with the def2-TZVPD basis set) on C27H28AsCl3HfN3O3PS8 as an isolated structure.

The calculation puts the calculated total energy at -8627.28351 hartree. As for the expectation value of S²: 0.76. The frontier orbital gap (alpha / beta) is 4.7 / 7.1 eV. The value obtained for the HOMO energy (alpha / beta) is -2.621 / -5.016 eV. As for the net charge: -1. The value obtained for the relative energy (zero: lowest compared OMol25 entry of this formula, charge and spin) is 0.0 kJ/mol. The multiplicity is 2.

Each line ends with the Mulliken charge.
Element x y z (Å)
Hf: 0.79792 -1.56852 -1.32017  0.51
S: 2.86240 -2.81268 -0.32404  -0.36
As: 3.23621 -0.69372 0.07258  0.31
S: 1.28610 -0.30224 1.00160  -0.44
S: 2.78426 0.07975 -1.94373  -0.51
S: 4.92020 -0.01221 1.07248  -0.46
C: -2.09727 -3.64413 -6.95779  -1.10
C: -2.14692 -3.75367 -5.44914  -0.26
O: -0.83188 -3.87937 -4.88080  -0.40
P: 0.02473 -2.61916 -4.42215  0.93
S: 1.52697 -3.23699 -3.30209  -0.37
S: -1.02853 -1.25745 -3.42765  -0.65
O: 0.47364 -2.04235 -5.84670  -0.25
C: 1.15332 -0.77593 -5.98415  -0.14
C: 2.64920 -0.89681 -5.79783  -0.96
H: -3.11361 -3.64424 -7.35582  0.40
H: -1.55706 -4.48951 -7.38366  0.29
H: -1.59970 -2.72667 -7.26644  0.22
H: -2.67330 -4.65588 -5.13858  0.35
H: -2.64939 -2.89323 -5.00030  0.33
H: 0.71678 -0.06652 -5.27757  0.16
H: 0.90854 -0.44792 -6.99485  0.32
H: 2.90984 -1.15005 -4.77147  0.18
H: 3.11436 0.06071 -6.03945  0.37
H: 3.05719 -1.65925 -6.46237  0.30
Cl: -2.16540 4.27496 7.68565  -0.24
C: -1.73248 3.91415 6.03903  0.47
C: -1.54960 4.94841 5.13724  -1.08
C: -1.19196 4.64330 3.83476  -0.02
C: -1.01109 3.32933 3.41848  -0.84
C: -0.62147 3.01634 1.99002  1.45
C: -1.86537 2.74785 1.13452  -1.40
N: -1.47602 2.09936 -0.10576  0.22
C: -0.81255 2.69154 -1.16326  -0.61
C: -0.24324 1.68007 -1.86716  -0.66
N: -0.50971 0.48544 -1.24169  0.29
C: -1.25307 0.77472 -0.20127  -0.57
O: 0.08526 4.08411 1.38793  -0.55
C: 1.50191 3.85738 1.30482  -0.74
C: 2.12781 3.69189 2.65752  -0.12
C: 2.35624 4.70407 3.53804  0.87
Cl: 2.09155 6.38299 3.26051  -0.24
S: 2.96735 4.16038 5.04193  -0.24
C: 2.96232 2.53529 4.49085  -0.66
C: 2.49963 2.43251 3.21977  -0.39
C: -1.21992 2.31854 4.35049  1.02
Cl: -1.02105 0.65430 3.88811  -0.15
C: -1.57431 2.59364 5.66149  -0.89
H: -1.67205 5.97419 5.45471  0.42
H: -1.01509 5.43559 3.12094  0.50
H: -0.00861 2.10800 1.97620  -0.23
H: -2.37018 3.69044 0.91851  0.33
H: -2.55789 2.09119 1.66046  0.47
H: -0.79774 3.75749 -1.29577  0.48
H: 0.36759 1.72506 -2.75096  0.44
H: -1.60294 0.06830 0.53515  0.56
H: 1.89600 4.73212 0.78910  0.60
H: 1.69837 2.96843 0.69859  0.04
H: 3.32257 1.74681 5.13086  0.48
H: 2.43849 1.50188 2.67277  0.42
H: -1.71538 1.79112 6.37033  0.47
S: -2.37404 -4.99250 -0.43622  -0.37
C: -1.45545 -3.73660 -1.19579  -0.28
N: -0.53218 -3.07885 -0.39713  0.61
C: -0.51697 -3.71462 0.86646  -0.14
C: 0.34105 -3.45786 1.93603  -0.02
C: 0.20877 -4.17161 3.11632  -1.09
C: -0.75445 -5.16357 3.26327  -0.41
C: -1.59196 -5.46018 2.20108  -0.54
C: -1.45956 -4.74234 1.02287  0.48
H: -1.74001 -3.38365 -2.16867  0.45
H: 1.11022 -2.71109 1.84675  0.55
H: 0.88522 -3.95167 3.93296  0.41
H: -0.83833 -5.71399 4.19148  0.37
H: -2.33429 -6.24459 2.27778  0.35

***

8.
ORCA calculation (ωB97M-V with the def2-TZVPD basis set) on C2H3NOS as an isolated structure.

The calculation puts the calculated total energy at -606.08759 hartree. The frontier orbital gap is 9.2 eV. The value obtained for the HOMO energy is -8.995 eV. As for the net charge: 0. The value obtained for the relative energy (zero: lowest compared OMol25 entry of this formula, charge and spin) is 262.0 kJ/mol.

Each line ends with the natural charge from an NBO analysis.
Element x y z (Å)
C: 1.62208 0.45331 0.08447  0.48
C: -1.04304 -0.17120 -0.04813  -0.45
N: 0.19795 -0.41669 -0.71955  -0.62
O: 1.88533 1.58681 0.13303  -0.46
S: 1.47765 -1.15676 0.23473  0.47
H: -1.67142 -1.06280 -0.13165  0.19
H: -0.94678 0.09900 1.01046  0.18
H: -1.52177 0.66834 -0.56336  0.21